63
Properties=species:S:1:pos:R:3:forces:R:3:nbo_charge:R:1 method="wB97M-V/def2-TZVPD" total_charge=0 multiplicity=1 de_lowest_kj_mol=0.0
C 0.999 -1.380 -4.018 0.00 0.06 0.12 -0.258
C 1.055 -0.994 -2.675 -0.28 -0.16 -0.31 0.257
N -0.071 -0.916 -1.913 0.36 0.21 -0.53 -0.511
C -1.270 -1.126 -2.518 0.15 0.04 0.06 0.272
C -1.382 -1.446 -3.870 0.40 -0.02 0.00 -0.253
C -0.232 -1.593 -4.632 0.21 0.04 0.30 -0.139
C 2.455 -0.580 -2.189 -0.02 -0.94 0.32 -0.755
P 2.733 -0.449 -0.370 0.53 0.03 -0.24 0.791
Y 0.145 0.171 0.514 -0.93 -0.12 2.17 1.759
P -2.569 -0.076 -0.203 0.12 0.30 0.18 0.892
C -2.585 -1.042 -1.760 -0.01 -0.26 0.02 -0.760
O 2.028 2.662 -2.779 -0.61 -0.31 -0.10 -0.961
O -0.273 1.869 -0.483 0.81 2.31 -3.23 -1.228
H 1.950 -1.482 -4.547 -0.47 0.06 -0.01 0.223
H -2.380 -1.596 -4.274 0.26 0.03 -0.08 0.225
H -0.278 -1.856 -5.683 -0.05 -0.02 0.07 0.225
C 3.786 -1.887 0.012 0.04 -0.39 0.27 -0.921
C 3.910 0.949 -0.290 0.13 0.20 0.15 -0.927
H -3.362 -0.626 -2.422 0.26 -0.30 0.06 0.238
H -2.896 -2.061 -1.481 0.11 0.18 -0.19 0.258
H 2.667 0.419 -2.560 -0.05 0.10 -0.29 0.288
H 3.221 -1.284 -2.596 -0.61 0.55 0.06 0.245
C -3.798 -0.937 0.814 -0.26 -0.02 0.20 -0.943
C -3.472 1.433 -0.725 -0.05 0.18 0.10 -0.935
H -0.391 3.050 3.052 0.13 -0.77 0.00 -0.106
H -0.487 2.775 -0.785 0.01 -1.08 0.57 0.490
H 1.406 2.466 -2.049 0.09 0.08 -0.22 0.495
H 1.498 2.514 -3.584 0.31 0.15 0.49 0.473
H -0.456 -1.442 1.627 0.04 -0.61 -0.53 -0.673
H -0.801 2.126 1.347 -0.04 -0.46 1.48 -0.055
H 4.801 -1.747 -0.378 -0.23 -0.03 -0.02 0.231
H 3.850 -2.054 1.098 -0.07 0.12 -0.35 0.256
H 3.343 -2.784 -0.437 0.08 0.13 0.12 0.246
H 4.929 0.606 -0.511 -0.20 0.15 -0.03 0.231
H 3.610 1.710 -1.022 0.10 -0.12 0.24 0.264
H 3.895 1.397 0.714 0.02 -0.14 -0.30 0.256
H -4.524 1.182 -0.943 0.36 0.19 0.01 0.217
H -3.424 2.168 0.096 -0.06 -0.25 -0.31 0.259
H -2.990 1.873 -1.613 -0.16 -0.18 0.36 0.238
H -4.813 -0.671 0.492 0.12 -0.22 0.11 0.219
H -3.641 -2.019 0.739 -0.04 0.22 0.12 0.242
H -3.648 -0.630 1.859 -0.05 -0.08 -0.27 0.273
C -1.621 -1.026 4.241 0.16 -0.61 -0.27 -0.652
C -1.100 0.408 4.258 -0.34 0.29 -0.03 0.249
C -1.669 1.100 5.490 0.22 0.16 0.48 -0.625
O -1.660 1.127 3.158 0.55 -0.56 -0.14 -0.739
B -0.584 1.905 2.568 -0.14 0.93 -1.13 0.367
O 0.661 0.929 2.682 -0.74 0.62 0.43 -0.804
C 0.504 0.532 4.070 -0.56 0.06 0.05 0.266
C 1.107 1.616 4.954 0.37 0.51 0.26 -0.643
C 1.248 -0.741 4.377 0.18 -0.63 0.07 -0.633
H -2.718 -1.033 4.177 0.19 0.20 0.07 0.205
H -1.343 -1.589 5.143 -0.03 0.25 -0.06 0.197
H -1.242 -1.588 3.376 -0.13 0.30 0.21 0.257
H -2.764 1.055 5.468 0.23 -0.13 -0.14 0.214
H -1.337 0.617 6.412 0.05 0.07 0.11 0.191
H -1.396 2.158 5.511 0.03 -0.13 0.03 0.217
H 0.937 1.408 6.018 -0.07 0.02 -0.24 0.208
H 2.195 1.638 4.814 -0.13 -0.07 -0.09 0.202
H 0.738 2.619 4.716 -0.04 -0.34 0.11 0.240
H 0.971 -1.573 3.726 -0.13 0.11 0.03 0.235
H 2.332 -0.600 4.298 -0.12 0.14 -0.07 0.201
H 1.046 -1.017 5.421 0.02 -0.06 -0.23 0.213

---

59
Properties=species:S:1:pos:R:3:forces:R:3:nbo_charge:R:1 method="wB97M-V/def2-TZVPD" smiles="BCCCCCCOC(=O)C=C.CCOCC.CCOCC" total_charge=0 multiplicity=1 de_lowest_kj_mol=45.9
B 2.199 -2.831 -4.228 0.21 0.67 0.18 0.499
C 2.663 -1.610 -3.328 -0.56 -0.98 0.11 -0.780
C 1.398 -0.759 -3.018 0.42 0.08 -0.29 -0.379
C 1.168 0.366 -4.025 -0.77 0.18 0.00 -0.394
C -0.115 1.236 -3.768 0.38 -0.20 0.11 -0.396
C -0.985 0.762 -2.600 -0.39 0.78 -0.20 -0.425
C -2.321 1.517 -2.512 1.37 -0.26 -0.40 -0.067
O -3.198 0.756 -1.667 0.32 0.49 -0.79 -0.512
C -4.446 0.600 -2.155 -0.22 -1.78 -0.61 0.748
O -5.366 0.862 -1.481 -2.47 0.96 2.01 -0.531
C -4.670 0.061 -3.533 0.79 0.11 0.19 -0.308
C -3.959 -0.917 -4.113 0.21 -0.01 -0.38 -0.344
H 1.744 -2.621 -5.308 -0.07 -0.07 -0.10 -0.104
H 2.249 -3.946 -3.810 -0.05 -0.05 -0.06 -0.094
H 3.463 -1.044 -3.812 -0.05 0.16 0.20 0.236
H 2.989 -2.044 -2.380 0.46 0.32 -0.05 0.217
H 0.554 -1.455 -2.968 -0.20 0.24 -0.04 0.190
H 1.475 -0.310 -2.026 0.11 -0.15 0.06 0.210
H 2.030 1.037 -4.005 0.10 -0.17 -0.05 0.203
H 1.089 -0.043 -5.035 0.20 -0.06 0.04 0.202
H -0.702 1.289 -4.689 -0.06 -0.08 0.07 0.193
H 0.207 2.259 -3.557 -0.08 0.02 -0.02 0.204
H -1.246 -0.291 -2.679 0.17 -0.10 0.07 0.207
H -0.445 0.975 -1.674 -0.03 -0.47 0.10 0.217
H -2.145 2.514 -2.099 -0.30 -0.08 0.30 0.186
H -2.712 1.674 -3.520 -0.30 -0.25 0.14 0.178
H -5.482 0.528 -4.083 0.86 1.10 -0.43 0.232
H -3.774 -1.883 -3.654 1.38 0.57 0.66 0.206
H -3.535 -0.723 -5.098 -1.39 -0.93 -0.74 0.202
C 2.743 4.361 1.496 0.07 -0.12 0.03 -0.644
C 1.476 3.958 0.760 0.01 0.08 0.13 -0.063
O 1.519 2.650 0.219 -0.03 -0.08 -0.32 -0.542
C 1.705 1.591 1.144 -0.02 -0.01 0.17 -0.062
C 0.616 1.497 2.198 -0.06 0.06 -0.01 -0.651
H 3.607 4.286 0.834 -0.02 0.04 -0.01 0.211
H 2.661 5.388 1.853 -0.01 0.00 -0.03 0.215
H 2.934 3.723 2.359 -0.05 0.05 0.04 0.205
H 1.328 4.629 -0.088 -0.02 -0.13 -0.08 0.185
H 0.598 4.074 1.405 0.03 -0.01 0.06 0.161
H 2.694 1.664 1.610 -0.02 0.02 0.05 0.160
H 1.709 0.673 0.553 0.00 0.10 -0.12 0.182
H 0.573 2.389 2.824 0.06 -0.04 0.05 0.202
H 0.793 0.640 2.851 -0.03 0.01 0.00 0.230
H -0.362 1.379 1.727 0.02 -0.03 0.00 0.213
C -0.152 -2.600 6.868 0.11 -0.07 -0.06 -0.644
C -0.693 -1.678 5.787 -0.07 -0.10 0.09 -0.063
O 0.221 -1.434 4.732 0.10 0.24 -0.08 -0.539
C 0.655 -2.567 4.001 -0.03 -0.14 0.00 -0.063
C -0.470 -3.329 3.322 -0.11 0.05 0.04 -0.645
H 0.768 -2.192 7.291 -0.04 0.02 0.02 0.212
H -0.885 -2.715 7.667 0.00 0.03 -0.01 0.216
H 0.077 -3.593 6.481 -0.08 -0.02 0.02 0.203
H -0.910 -0.704 6.227 0.07 0.06 -0.12 0.188
H -1.640 -2.058 5.390 0.01 -0.06 0.01 0.160
H 1.242 -3.232 4.645 -0.05 -0.05 0.00 0.160
H 1.340 -2.189 3.240 -0.01 0.13 0.07 0.185
H -1.183 -3.736 4.041 0.05 -0.07 0.00 0.204
H -0.067 -4.161 2.743 0.02 0.02 0.00 0.215
H -1.023 -2.671 2.648 0.03 -0.01 -0.01 0.214

---

62
Properties=species:S:1:pos:R:3:forces:R:3:nbo_charge:R:1 method="wB97M-V/def2-TZVPD" total_charge=0 multiplicity=1
C -3.755 -3.852 -0.886 -0.17 -0.10 0.17 -0.229
C -4.368 -2.825 -0.821 0.33 0.06 0.11 -0.015
C -5.132 -1.586 -0.716 -0.22 -0.28 -0.08 -0.476
C -6.556 -1.877 -0.161 0.29 0.73 -0.20 -0.433
C -7.640 -1.018 -0.843 0.47 -0.08 -0.25 -0.233
N -8.840 -1.720 -1.346 0.00 0.23 0.30 -0.750
Br -8.517 -2.662 -2.921 -0.01 -0.13 -0.09 0.251
S -9.682 -2.680 -0.280 -0.36 -0.43 -0.78 2.523
O -11.051 -2.678 -0.637 0.09 0.14 0.08 -0.880
O -9.029 -3.904 0.013 0.17 0.14 0.28 -0.895
F -9.497 -1.727 0.928 -0.02 0.12 0.41 -0.472
H -3.272 -4.798 -0.864 0.09 0.05 -0.13 0.235
H -5.168 -1.136 -1.711 -0.12 0.06 0.02 0.226
H -4.614 -0.881 -0.065 0.10 0.02 -0.05 0.234
H -6.540 -1.607 0.893 -0.13 -0.42 0.14 0.221
H -6.754 -2.938 -0.274 -0.18 -0.02 0.07 0.250
H -7.205 -0.552 -1.726 -0.16 0.04 -0.09 0.216
H -7.977 -0.198 -0.213 -0.15 -0.12 0.10 0.225
C -1.936 0.550 -2.840 -0.05 0.00 0.00 -0.617
C -1.408 0.768 -1.429 -0.04 0.08 -0.14 -0.211
N -0.583 -0.321 -0.944 0.01 -0.03 0.06 -0.450
C -0.307 -0.244 0.480 -0.05 -0.01 0.11 -0.204
C 0.530 0.938 0.985 0.04 -0.06 0.12 -0.636
C 0.544 -0.679 -1.788 0.05 -0.06 -0.16 -0.216
C 1.589 0.405 -2.089 0.08 -0.08 0.01 -0.638
H -2.480 -0.394 -2.910 0.05 -0.03 0.01 0.211
H -2.619 1.359 -3.103 0.00 0.00 0.01 0.210
H -1.141 0.545 -3.586 0.01 -0.01 0.01 0.204
H -2.269 0.854 -0.758 0.07 -0.01 0.09 0.189
H -0.895 1.743 -1.395 -0.01 0.00 0.00 0.157
H 0.174 -1.179 0.783 0.03 0.00 -0.06 0.193
H -1.271 -0.231 0.997 -0.03 0.04 -0.06 0.187
H 1.587 0.820 0.747 0.00 0.05 -0.04 0.199
H 0.455 1.001 2.073 -0.01 -0.01 0.00 0.212
H 0.188 1.890 0.579 -0.01 -0.01 -0.02 0.204
H 0.151 -1.052 -2.737 -0.06 0.05 0.01 0.193
H 1.041 -1.540 -1.333 -0.02 0.03 0.08 0.197
H 1.131 1.365 -2.334 -0.03 -0.01 0.00 0.203
H 2.196 0.106 -2.946 0.00 -0.01 0.00 0.213
H 2.267 0.555 -1.250 -0.01 0.09 0.00 0.201
C 4.804 -0.653 0.773 -0.03 -0.07 0.03 -0.615
C 5.750 0.058 1.728 -0.08 -0.02 0.01 -0.213
N 6.417 1.200 1.129 0.03 0.02 0.01 -0.451
C 7.517 1.709 1.929 0.16 -0.02 0.02 -0.205
C 7.201 2.311 3.304 0.04 0.05 -0.01 -0.636
C 5.539 2.201 0.549 -0.13 0.06 -0.11 -0.216
C 4.499 2.862 1.466 0.00 0.09 -0.07 -0.640
H 5.323 -0.961 -0.136 0.01 0.05 -0.01 0.212
H 4.403 -1.546 1.255 0.00 0.00 -0.01 0.213
H 3.954 -0.029 0.491 0.01 0.01 0.00 0.197
H 6.525 -0.650 2.033 0.04 0.06 0.03 0.196
H 5.196 0.321 2.643 -0.01 -0.03 0.00 0.157
H 8.054 2.450 1.331 -0.05 0.01 -0.02 0.191
H 8.220 0.882 2.071 -0.05 -0.04 0.00 0.189
H 6.753 3.300 3.226 -0.05 -0.02 0.00 0.201
H 8.125 2.420 3.875 0.00 0.00 -0.01 0.212
H 6.532 1.675 3.885 -0.01 -0.01 -0.01 0.204
H 5.011 1.742 -0.291 0.01 -0.06 0.03 0.191
H 6.166 2.973 0.097 0.05 0.00 0.06 0.196
H 3.996 2.136 2.106 0.00 -0.02 -0.01 0.204
H 3.732 3.350 0.861 0.00 -0.01 -0.01 0.212
H 4.939 3.629 2.101 0.00 -0.06 0.06 0.203

---

Number 1: frontier orbital gap 7.0 eV. Number 2: frontier orbital gap 8.8 eV. Number 3: frontier orbital gap 7.9 eV.